{"formula": "C12H23BaNO3P2", "method": "the ωB97M-V functional and the def2-TZVPD basis", "homo_energy_ha": -0.5249, "fmax_ha_per_bohr": 0.056, "total_charge": 2, "e_tot_ev": -39705.2201, "gap_ev": 6.92, "e_lumo_ev": -7.37, "species": ["Ba", "O", "C", "O", "C", "O", "N", "C", "C", "H", "H", "H", "H", "C", "C", "H", "H", "H", "C", "P", "C", "C", "C", "P", "C", "C", "H", "H", "H", "H", "H", "H", "H", "H", "H", "H", "H", "H", "H", "H", "H", "H"], "xyz": [[-0.15848, 1.14929, 2.17838], [-1.39186, -2.08210, -1.43246], [-2.60808, -1.89213, -1.59750], [-1.58201, 0.94877, -1.73495], [-2.39678, 0.45552, -2.47548], [-2.82836, 1.06132, -3.59393], [-3.09061, -0.77151, -2.31500], [-3.84579, 0.24049, -4.24793], [-4.02196, -1.00813, -3.40235], [-3.48784, -0.01344, -5.26141], [-4.78037, 0.83009, -4.29112], [-3.76159, -1.91842, -3.96878], [-5.05403, -1.08328, -3.02857], [-3.67865, -2.79248, -1.19848], [-3.57689, -3.64909, -0.16773], [-4.55604, -2.71447, -1.83810], [-2.74801, -3.57998, 0.53265], [-4.37194, -4.39765, -0.06489], [1.57621, 2.85439, 0.03059], [2.72214, 1.95315, -1.06512], [4.25041, 2.90627, -0.66449], [3.07629, 0.35090, -0.15743], [3.72185, 0.31765, 1.22174], [2.55726, -0.27810, 2.62788], [3.75332, -1.18489, 3.77035], [2.35126, 1.35324, 3.54225], [1.68463, 3.90513, -0.24404], [1.85533, 2.76321, 1.07926], [0.53472, 2.60366, -0.16572], [4.36124, 3.06213, 0.41142], [5.14249, 2.40790, -1.05836], [4.16313, 3.88418, -1.15371], [2.11728, -0.19125, -0.16558], [3.73308, -0.16695, -0.87741], [4.57690, -0.37018, 1.22330], [4.14282, 1.27909, 1.52091], [4.75437, -0.74634, 3.92214], [3.30455, -1.26659, 4.77244], [3.94278, -2.22499, 3.45283], [2.72227, 1.11451, 4.55328], [2.99879, 2.10927, 3.07128], [1.39102, 1.88016, 3.83090]], "forces_ev_per_angstrom": [[-0.8, -0.4, -1.3], [-2.5, 0.7, 0.4], [2.9, 0.4, 0.0], [-0.1, -0.2, 0.4], [-0.3, -0.6, -0.4], [-0.4, -0.7, 0.3], [0.9, 0.6, 0.2], [-0.1, 0.7, -0.7], [-0.6, -0.2, -0.1], [-0.2, 0.4, 0.5], [0.7, -0.2, -0.1], [-0.1, 0.3, 0.3], [0.3, 0.0, -0.2], [-0.1, -0.9, 0.6], [-0.7, 0.5, -1.0], [0.0, -0.5, 0.4], [0.0, -0.4, -0.3], [0.4, 0.4, 0.5], [-0.1, 0.2, 0.2], [0.9, -0.6, -0.6], [-0.3, 0.1, -0.1], [-0.3, 0.2, -0.7], [-0.3, -0.4, 0.8], [1.5, 0.0, -0.4], [-0.3, -0.3, 0.5], [0.6, 0.6, 1.2], [-0.1, 0.1, 0.2], [0.1, 0.1, 0.6], [-0.3, -0.2, -0.2], [0.2, 0.1, 0.0], [-0.2, 0.0, 0.0], [0.1, -0.2, 0.1], [0.3, -0.2, -0.1], [-0.4, 0.0, 0.2], [-0.3, 0.0, 0.1], [-0.1, 0.0, 0.1], [-0.5, 0.4, -0.4], [-0.1, 0.1, -0.3], [-0.4, 0.5, -0.3], [0.2, 0.4, -0.3], [-0.3, -0.1, 0.5], [0.9, -0.5, -0.2]], "nbo_charge": [1.895, -0.555, 0.660, -0.655, 0.926, -0.458, -0.516, -0.084, -0.249, 0.219, 0.215, 0.221, 0.215, -0.341, -0.252, 0.226, 0.206, 0.229, -1.001, 0.876, -0.944, -0.742, -0.670, 0.615, -0.904, -1.031, 0.293, 0.152, 0.207, 0.204, 0.262, 0.260, 0.217, 0.275, 0.268, 0.230, 0.266, 0.254, 0.280, 0.305, 0.275, 0.153]}

=====

{"formula": "C12H23FN3Si", "method": "the ωB97M-V functional and the def2-TZVPD basis", "homo_energy_ha": -0.4375, "fmax_ha_per_bohr": 0.026, "total_charge": 1, "e_tot_ev": -27879.0482, "gap_ev": 9.39, "e_lumo_ev": -2.51, "species": ["C", "C", "N", "C", "N", "N", "Si", "C", "C", "C", "H", "H", "H", "H", "H", "H", "H", "H", "H", "H", "H", "H", "H", "H", "H", "H", "H", "H", "F", "C", "C", "C", "C", "C", "C", "H", "H", "H", "H", "H"], "xyz": [[-0.95316, 1.73436, -3.27047], [-1.92487, 1.76801, -2.08546], [-1.28692, 1.78334, -0.77190], [-0.50971, 0.84668, -0.27654], [-0.23258, -0.27136, -1.00991], [0.05173, 1.02647, 0.96055], [1.09299, 2.50814, 1.17238], [2.24221, 2.59739, -0.30625], [2.06632, 2.38129, 2.75298], [-0.02583, 4.01618, 1.27372], [-0.72855, 2.74393, -3.59686], [-1.43497, 1.23623, -4.10491], [-0.01850, 1.23536, -3.04877], [-2.50686, 2.67888, -2.15007], [-2.64342, 0.95330, -2.14927], [-1.48962, 2.56150, -0.17036], [-0.01473, -1.06093, -0.41182], [-0.98682, -0.57138, -1.61909], [0.59891, 0.20715, 1.20251], [3.25810, 2.80636, 0.01469], [2.27225, 1.66149, -0.86340], [1.94027, 3.37126, -1.00681], [2.63396, 3.30557, 2.82696], [2.74162, 1.53276, 2.77235], [1.39038, 2.35285, 3.60401], [0.31656, 4.65432, 2.08222], [-1.05841, 3.75611, 1.49930], [0.01190, 4.58119, 0.34683], [1.43319, -3.13303, -0.67385], [0.51299, -3.92625, -0.07106], [0.35421, -3.83511, 1.29739], [-0.59835, -4.63646, 1.91183], [-1.36523, -5.51185, 1.15692], [-1.18374, -5.58608, -0.21757], [-0.23900, -4.78655, -0.84416], [0.97602, -3.15831, 1.87041], [-0.73472, -4.58081, 2.98288], [-2.10054, -6.13964, 1.64019], [-1.77581, -6.27302, -0.80593], [-0.08124, -4.82934, -1.91367]], "forces_ev_per_angstrom": [[-0.2, 0.3, 0.1], [0.1, 0.0, -0.5], [0.0, 0.2, -0.1], [0.3, -0.3, 0.5], [-1.0, -0.2, 0.9], [0.2, -0.1, -1.2], [0.3, 0.8, 0.2], [-0.3, -0.2, 0.0], [-0.6, -0.2, -0.4], [0.1, -0.6, -0.2], [0.2, 0.1, 0.0], [0.0, -0.1, -0.1], [0.1, -0.2, 0.0], [-0.2, 0.1, 0.1], [0.0, -0.2, 0.2], [0.0, 0.1, 0.2], [0.6, -0.1, -0.1], [0.2, 0.3, -0.3], [-0.1, -0.1, 0.2], [0.1, 0.1, 0.1], [0.0, -0.1, 0.0], [0.0, 0.1, -0.1], [0.2, 0.1, 0.0], [0.2, -0.1, 0.1], [0.0, -0.1, 0.2], [0.1, 0.2, 0.1], [-0.2, 0.0, 0.1], [-0.1, 0.2, -0.1], [0.0, 0.1, 0.0], [-0.2, -0.2, 0.1], [0.1, 0.2, 0.1], [0.0, 0.0, -0.1], [0.0, 0.0, 0.0], [0.0, 0.0, 0.1], [0.0, 0.0, -0.2], [0.0, 0.0, 0.0], [0.0, 0.0, 0.0], [0.0, 0.0, 0.0], [0.0, 0.0, 0.0], [0.0, 0.0, 0.0]], "nbo_charge": [-0.635, -0.237, -0.544, 0.700, -0.769, -0.933, 1.738, -1.143, -1.122, -1.138, 0.230, 0.236, 0.225, 0.236, 0.206, 0.435, 0.415, 0.408, 0.405, 0.265, 0.246, 0.251, 0.261, 0.251, 0.255, 0.270, 0.236, 0.248, -0.340, 0.376, -0.307, -0.182, -0.218, -0.177, -0.290, 0.224, 0.226, 0.228, 0.228, 0.236]}

=====

{"formula": "C12H23KN4O3P", "method": "the ωB97M-V functional and the def2-TZVPD basis", "homo_energy_ha": -0.3885, "fmax_ha_per_bohr": 0.237, "total_charge": 1, "e_tot_ev": -50517.2060, "gap_ev": 6.41, "e_lumo_ev": -4.16, "species": ["C", "C", "C", "O", "C", "C", "N", "C", "C", "O", "C", "N", "C", "C", "N", "O", "C", "C", "P", "N", "H", "H", "H", "H", "H", "H", "H", "H", "H", "H", "H", "H", "H", "H", "H", "H", "H", "H", "H", "H", "H", "H", "H", "K"], "xyz": [[3.74044, 0.51955, 0.62240], [3.30505, 1.97678, -0.05985], [1.95878, 1.73643, -1.02300], [0.92689, 1.16059, -0.14724], [-0.15735, 0.51170, -0.94505], [-0.49363, 1.35023, -2.34390], [-0.66879, 2.22222, -3.30066], [0.23261, -1.00773, -1.39682], [0.87694, -1.93754, -0.17063], [2.17049, -2.51233, -0.66740], [-0.05560, -3.22008, 0.24243], [0.58302, -4.16093, 1.25605], [-1.52130, 0.61365, 0.01786], [-1.01583, 0.30008, 1.53592], [-0.70619, 0.03721, 2.77635], [-2.08257, 1.92888, -0.24396], [-2.61883, 2.62949, 0.91138], [-3.98032, 1.92502, 1.57980], [-2.86754, -0.68232, -0.45172], [-3.70893, -0.21527, -1.79236], [3.77010, -0.35373, -0.16230], [4.79014, 0.62855, 1.14407], [2.96399, 0.18816, 1.46606], [2.99439, 2.71198, 0.82783], [4.17248, 2.46132, -0.67989], [1.67941, 2.83024, -1.41068], [2.29198, 1.05084, -1.91530], [-0.61109, -1.58068, -2.00270], [1.13080, -0.89708, -2.17713], [1.14615, -1.30416, 0.77579], [1.89548, -3.08556, -1.45181], [-1.02240, -2.77905, 0.78208], [-0.41760, -3.80098, -0.71172], [1.37252, -4.63441, 0.76495], [0.90600, -3.56084, 2.04866], [-3.02652, 3.67664, 0.50171], [-1.82437, 2.93988, 1.73703], [-4.70793, 1.74429, 0.65178], [-4.48732, 2.68053, 2.34297], [-3.73564, 0.88842, 2.06476], [-3.70937, -0.82652, 0.71872], [-2.35034, -1.99140, -0.75687], [-3.33029, 0.68225, -2.16561], [6.19207, -0.84429, 1.20798]], "forces_ev_per_angstrom": [[-0.4, 0.4, 0.4], [-1.1, -0.7, 0.6], [2.3, 1.5, 0.5], [-0.8, -0.5, -3.2], [-0.7, 0.0, -0.7], [-1.0, 6.8, -5.6], [1.7, -8.3, 8.8], [1.4, -0.2, -0.3], [-0.1, -0.7, -0.5], [-2.0, 0.0, -0.9], [-1.0, 1.0, 0.8], [0.0, 1.4, -1.6], [1.8, 0.1, 0.7], [1.8, -1.4, 8.6], [-2.8, 2.3, -11.5], [0.7, -1.4, 2.1], [-2.1, 2.2, 1.5], [0.4, 0.2, -1.2], [-2.5, 1.2, -3.5], [2.2, 0.0, 2.2], [0.0, 1.7, 1.3], [-2.9, 0.8, -1.0], [1.7, 0.9, -1.9], [0.8, -1.6, -2.0], [-1.7, -1.0, 1.1], [0.2, -2.6, 0.7], [-1.0, 1.2, 1.7], [1.5, 1.5, 1.4], [-2.0, -0.1, 1.7], [-0.6, -1.2, -1.9], [0.7, 1.0, 1.5], [2.0, -1.0, -1.2], [0.8, 1.0, 1.8], [-0.6, 0.7, 1.0], [0.0, -1.0, -1.0], [1.1, -2.5, 0.6], [-1.3, -1.2, -1.8], [1.4, 0.4, 2.1], [1.2, -1.8, -1.6], [-0.5, 2.1, -0.6], [0.9, -0.1, -0.4], [0.1, 0.7, 1.0], [-0.6, -0.8, 0.4], [0.9, -1.1, 0.1]], "nbo_charge": [-0.651, -0.420, -0.090, -0.562, 0.231, 0.220, -0.255, -0.508, 0.063, -0.761, -0.258, -0.821, -0.085, 0.231, -0.292, -0.526, -0.098, -0.677, 1.218, -1.244, 0.223, 0.112, 0.257, 0.237, 0.229, 0.230, 0.198, 0.266, 0.255, 0.210, 0.471, 0.202, 0.206, 0.364, 0.361, 0.226, 0.201, 0.240, 0.249, 0.210, -0.020, -0.022, 0.386, 0.996]}

=====

{"formula": "C12H23N2O3P2Pb", "method": "the ωB97M-V functional and the def2-TZVPD basis", "homo_energy_ha": -0.6728, "fmax_ha_per_bohr": 0.084, "total_charge": 3, "e_tot_ev": -45732.9628, "gap_ev": 4.91, "e_lumo_ev": -13.40, "species": ["Pb", "P", "C", "C", "N", "C", "C", "C", "C", "C", "P", "H", "H", "H", "H", "H", "H", "H", "H", "O", "H", "H", "O", "H", "C", "H", "H", "H", "C", "H", "H", "H", "C", "H", "H", "H", "C", "H", "H", "H", "O", "C", "N"], "xyz": [[-0.06254, 1.00603, 2.28968], [2.21955, -0.34406, 1.31288], [2.12658, -0.54734, -0.45414], [0.92205, -0.98422, -1.07559], [-0.27886, -0.81833, -0.40440], [-1.44037, -1.23119, -0.93727], [-1.47522, -1.91911, -2.15792], [-0.27812, -2.10029, -2.86392], [0.92209, -1.62371, -2.35852], [-2.73559, -0.87521, -0.21389], [-2.56222, 0.81922, 0.51153], [1.87751, -1.67415, -2.90197], [-2.43761, -2.21080, -2.58020], [-0.28843, -2.61908, -3.82288], [-3.62385, -0.80647, -0.86284], [-2.96601, -1.52103, 0.65207], [4.22868, 2.97171, -3.32938], [3.02491, -0.39620, -1.07292], [-0.34588, 3.04876, -2.18084], [4.74145, 2.53635, -2.65883], [4.90118, 3.20004, -1.96544], [-1.24929, 0.28531, 1.14791], [0.38848, 2.99920, -2.77728], [1.12771, 2.56870, -2.31353], [-2.84896, 1.90354, -0.91666], [-3.93561, 1.84510, -1.10763], [-2.58587, 2.94245, -0.65984], [-2.29990, 1.55837, -1.80804], [-4.03736, 0.99738, 1.52434], [-3.98807, 1.92502, 2.11291], [-4.86980, 1.07100, 0.80629], [-4.17099, 0.12050, 2.17300], [2.09478, -2.05531, 1.99215], [3.11857, -2.42156, 2.17385], [1.52666, -2.02271, 2.93730], [1.58743, -2.69615, 1.25357], [3.95367, 0.12713, 1.66062], [3.96795, 0.67165, 2.61782], [4.55960, -0.78736, 1.73970], [4.32314, 0.76944, 0.84735], [-1.03994, -1.92866, 5.53437], [-1.05427, -1.25359, 4.55189], [-1.03727, -0.53036, 3.58470]], "forces_ev_per_angstrom": [[1.7, 0.9, 3.9], [1.6, -0.8, -0.2], [-0.8, -0.7, -0.3], [-0.7, -0.3, -0.5], [-0.4, -0.1, -0.1], [1.1, 0.4, 0.8], [0.8, 0.0, -0.9], [-0.7, -0.5, -0.2], [0.8, 1.0, 0.7], [0.2, 0.8, 0.5], [-1.9, -2.9, -1.1], [-0.6, -0.2, 0.1], [0.3, -0.1, 0.0], [0.0, 0.2, 0.2], [0.4, -0.4, 0.0], [0.2, -0.1, -0.5], [-0.2, 0.5, -0.6], [-0.3, 0.0, 0.1], [-0.4, 0.2, 0.5], [0.0, -0.3, 1.2], [0.1, -0.2, -0.6], [-3.3, 0.6, -2.4], [0.9, -0.6, -0.3], [-0.4, 0.4, -0.2], [1.3, 0.8, 0.0], [0.4, -0.1, 0.3], [-0.2, -0.2, -0.3], [-0.1, 0.2, 0.4], [0.4, 0.3, 0.9], [-0.2, -0.3, 0.0], [0.3, 0.0, 0.2], [0.1, 0.3, 0.0], [-0.5, -0.4, 0.0], [-0.4, 0.2, -0.1], [0.2, -0.1, -0.4], [0.1, 0.1, 0.5], [-0.3, 0.4, 0.0], [0.2, -0.1, -0.3], [-0.2, 0.4, 0.0], [0.0, -0.1, 0.4], [-0.2, 1.8, -3.0], [0.6, -2.0, 3.6], [0.4, 1.3, -2.1]], "nbo_charge": [1.337, 0.836, -0.146, 0.038, -0.468, 0.221, -0.079, -0.147, -0.042, -0.752, 1.297, 0.281, 0.277, 0.293, 0.294, 0.305, 0.481, 0.293, 0.449, -0.955, 0.478, -0.050, -0.904, 0.460, -0.937, 0.318, 0.295, 0.286, -0.952, 0.301, 0.305, 0.306, -0.872, 0.293, 0.282, 0.267, -0.914, 0.287, 0.286, 0.282, -0.425, 0.855, -1.060]}

=====

{"formula": "C12H23N3O3Sn", "method": "the ωB97M-V functional and the def2-TZVPD basis", "homo_energy_ha": -0.5576, "fmax_ha_per_bohr": 0.060, "total_charge": 2, "e_tot_ev": -29246.4048, "gap_ev": 7.48, "e_lumo_ev": -7.69, "species": ["Sn", "O", "C", "O", "C", "O", "N", "C", "C", "H", "H", "H", "H", "C", "C", "H", "H", "H", "C", "N", "C", "C", "C", "N", "C", "C", "H", "H", "H", "H", "H", "H", "H", "H", "H", "H", "H", "H", "H", "H", "H", "H"], "xyz": [[-0.17419, 0.25712, 1.06074], [-0.00653, -1.14247, -0.59021], [-0.91969, -1.97962, -0.96492], [-2.30041, 0.47759, 0.31983], [-2.86001, -0.52193, -0.18175], [-4.17283, -0.59458, -0.16535], [-2.26943, -1.62316, -0.81051], [-4.56439, -1.69611, -1.04620], [-3.32285, -2.48953, -1.31116], [-4.96574, -1.29064, -1.97319], [-5.33326, -2.27472, -0.57148], [-3.15236, -2.70020, -2.35603], [-3.30872, -3.41488, -0.73180], [-0.59172, -3.27098, -1.53842], [0.45079, -4.05245, -1.16846], [-1.23440, -3.64304, -2.33896], [1.10435, -3.75242, -0.35870], [0.70408, -4.98508, -1.67354], [-0.27595, 3.26200, 0.25293], [0.54335, 2.13048, -0.29374], [0.31822, 2.11554, -1.76837], [2.00265, 2.39052, -0.03239], [2.41033, 2.04388, 1.41605], [2.15835, 0.62022, 1.73401], [3.05776, -0.35568, 1.09788], [1.90140, 0.33188, 3.16071], [-1.33284, 3.06709, 0.01028], [0.04211, 4.20059, -0.24366], [-0.13140, 3.35995, 1.34083], [0.57736, 3.11045, -2.17429], [0.94808, 1.35517, -2.25419], [-0.74467, 1.92542, -1.96235], [2.61302, 1.82950, -0.76058], [2.18718, 3.47335, -0.16818], [3.49049, 2.25332, 1.52757], [1.86132, 2.66901, 2.13716], [4.06719, -0.31198, 1.55414], [2.63021, -1.35739, 1.26825], [3.14972, -0.16121, 0.01569], [1.12475, 1.02100, 3.52667], [1.53126, -0.69955, 3.21047], [2.78740, 0.42355, 3.80523]], "forces_ev_per_angstrom": [[0.7, 0.7, 0.7], [-1.6, -2.0, -0.8], [0.7, 2.6, 1.4], [-0.7, -1.8, -1.3], [0.2, 2.3, 0.8], [1.0, -0.9, -0.8], [1.1, -0.2, -0.3], [-0.9, 0.4, -0.5], [0.4, -1.1, 0.5], [0.0, 0.3, 0.2], [-0.3, -0.1, 0.4], [-0.2, -0.1, -0.3], [0.0, -0.1, -0.2], [0.4, -1.2, -0.6], [-0.4, 1.1, -0.1], [0.0, 0.2, 0.3], [0.0, 0.0, 0.0], [-0.4, 0.2, 0.1], [0.1, 0.0, -0.2], [0.1, 0.0, 0.1], [0.0, 0.0, 0.0], [0.0, 0.1, 0.6], [0.5, -0.3, -0.3], [-0.7, 0.2, -0.4], [0.4, 0.2, 0.2], [0.3, 0.1, -0.2], [0.4, 0.2, 0.3], [-0.2, -0.4, 0.3], [-0.2, 0.0, -0.4], [-0.1, -0.4, 0.1], [-0.3, 0.2, 0.2], [0.3, 0.0, 0.0], [-0.4, 0.2, 0.3], [0.0, -0.5, -0.2], [-0.4, 0.2, 0.0], [0.2, -0.2, -0.2], [-0.4, -0.1, -0.2], [0.3, 0.3, -0.2], [-0.1, -0.1, 0.5], [0.2, -0.3, 0.0], [0.1, 0.2, 0.3], [-0.1, 0.0, -0.3]], "nbo_charge": [1.512, -0.745, 0.743, -0.683, 0.943, -0.385, -0.453, -0.093, -0.248, 0.227, 0.243, 0.239, 0.236, -0.389, -0.145, 0.256, 0.213, 0.250, -0.450, -0.535, -0.428, -0.250, -0.254, -0.535, -0.430, -0.435, 0.235, 0.230, 0.220, 0.225, 0.224, 0.218, 0.227, 0.235, 0.238, 0.224, 0.226, 0.210, 0.215, 0.217, 0.214, 0.236]}